Record 1
19
Properties=species:S:1:pos:R:3 method="wB97M-V/def2-TZVPD" e_lumo_ev=0.04 spin_multiplicity=1 mol_weight_g_mol=259.11 e_tot_ev=-27815.1681 de_lowest_kcal_mol=73.2 homo_lumo_gap_ev=8.378
C -1.732 0.219 -1.508
C -0.781 1.350 -1.261
C -1.445 -0.825 -0.471
C 2.182 0.618 1.292
C 1.283 -0.503 0.826
N -0.683 1.561 0.132
O -0.153 -2.987 2.036
S -0.507 0.167 0.839
I 1.295 -1.960 2.348
H -2.865 0.386 -1.421
H -1.640 -0.279 -2.499
H 0.185 0.944 -1.704
H -1.002 2.343 -1.815
H -2.249 -1.272 0.014
H -0.782 -1.554 -0.890
H 2.155 1.403 0.496
H 1.928 1.056 2.240
H 3.249 0.273 1.430
H 1.561 -0.941 -0.083

***

Record 2
16
Properties=species:S:1:pos:R:3 method="wB97M-V/def2-TZVPD" e_lumo_ev=-3.31 spin_multiplicity=1 total_charge=+1 mol_weight_g_mol=84.14 e_tot_ev=-6827.4720 de_lowest_kcal_mol=63.0 homo_lumo_gap_ev=11.955
C -2.087 0.035 0.119
C -1.078 -0.099 0.971
C -1.066 0.053 -0.950
C 0.876 -1.177 0.154
C 0.816 1.209 0.121
N 0.031 -0.021 0.128
H -3.061 0.376 0.248
H -0.869 -0.160 2.020
H -1.098 -0.835 -1.587
H -0.880 0.850 -1.564
H 0.942 -1.867 -0.681
H 1.921 -0.839 0.378
H 0.484 -1.901 1.023
H 1.563 1.252 -0.636
H 0.073 2.073 0.014
H 1.519 1.164 0.986